A structure of composition C18H42BeCl5N3O22 at a distorted geometry, computed with the ωB97M-V functional and the def2-TZVPD basis.

Geometry (Å):
H1 -4.788356 -1.939029 -1.865607
H2 -3.465780 -3.104541 -1.319292
H3 -6.026706 -3.098819 -3.160663
H4 0.571399 -1.881962 1.584391
O1 2.955681 3.840344 1.164311
C1 1.927969 -0.135760 4.503608
O2 -0.497412 3.808848 1.489393
C2 -2.049384 -0.389045 -4.886573
Be1 0.976143 1.701079 1.593337
H5 3.264945 -0.241634 -0.043392
H6 -5.306198 -2.538865 -5.445532
O3 0.233685 6.057369 1.703477
Cl1 -0.824352 5.177186 1.248423
O4 1.141618 0.479005 -2.745874
Cl2 0.514215 3.811248 5.104246
C3 -3.904585 -2.911425 -3.482343
H7 -2.476585 0.774534 -2.547595
O5 -0.190269 2.323049 -2.255037
H8 4.401466 -0.286531 3.687250
H9 3.565758 5.428011 -0.796845
H10 -2.594924 -0.784484 -0.855137
O6 4.953842 3.934380 2.423071
C4 2.490140 -3.402666 1.040253
O7 -3.128284 1.335207 0.746506
C5 4.667698 -2.370775 3.028548
H11 -2.474029 -3.851926 -4.726017
O8 -0.777163 3.266912 4.721059
O9 1.677508 2.006770 -1.034694
C6 4.491183 -2.070012 1.558253
H12 0.658108 -2.199726 4.489123
H13 2.625681 -3.752463 0.016848
H14 0.895034 0.115016 4.262258
Cl3 -2.954678 0.905531 2.122916
C7 -5.209415 -3.757413 -3.454588
N1 2.717822 5.832122 -1.168053
C8 -3.788457 -2.341541 -2.027687
H15 2.225909 4.951337 -1.216522
C9 -4.368321 0.511452 -5.037873
C10 2.371603 -1.287472 3.586262
O10 0.866103 3.396676 6.377822
H16 -1.646806 -3.218374 -3.376016
N2 -4.172665 -1.764536 -4.423045
H17 -1.762204 -1.478692 -2.050269
C11 -2.783154 -1.143872 -1.866826
H18 1.401343 -3.407857 1.091166
H19 -5.702645 -3.964811 -4.404233
O11 -1.044286 5.369446 -0.175372
C12 -3.454217 -0.406781 -4.329464
Cl4 4.266345 3.327436 1.322183
H20 -5.159052 -4.437910 -2.604597
H21 5.020930 -1.195945 1.179468
Cl5 0.633620 1.328726 -1.703302
O12 0.579074 5.226419 4.905226
H22 -1.795912 0.534881 -5.406406
H23 -2.676146 -4.704915 -3.290864
N3 2.151814 -1.093621 2.131448
H24 -4.173489 0.394053 -6.103872
O13 -3.871404 -0.127025 2.382558
O14 -4.434154 -2.209028 -5.674322
O15 4.995898 3.756371 0.182835
H25 -1.855778 -1.226917 -5.556344
C13 -2.593054 -3.681273 -3.656063
O16 -1.699362 0.395458 2.609349
O17 1.395739 3.194709 4.221679
O18 0.868929 -0.973077 1.668041
C14 2.987312 -1.910899 1.194095
H26 1.689423 -0.313958 5.552158
H27 2.688401 6.278341 -2.073659
H28 -4.217415 1.561820 -4.788765
C15 -3.222787 0.014510 -2.779209
H29 -5.434220 0.290485 -4.981867
H30 5.733853 -2.319318 3.249366
O19 -2.016035 5.513425 2.054954
C16 1.612572 -2.587996 4.133657
H31 4.264357 -3.295292 3.441694
H32 -4.122293 0.377855 -2.282247
O20 -0.142964 0.709197 -0.692985
C17 3.962993 -1.264528 3.885664
O21 4.140295 1.907060 1.597909
O22 -3.331024 2.127961 2.802170
H33 4.943724 -2.971894 1.146056
H34 1.920182 -1.364051 -0.577764
H35 -1.287935 -0.432983 -4.107885
C18 2.932813 -1.270020 -0.185535
H36 1.346258 -3.233664 3.296831
H37 2.214779 -3.181163 4.821841
H38 4.226257 -1.447846 4.927388
H39 2.896233 -3.970504 1.877351
H40 2.211450 6.228063 -0.389005
H41 2.645895 0.656183 4.290286
H42 3.499899 -1.903630 -0.867487

Atomic forces in eV per Å
-0.0251 -0.0901 0.8688
-0.5731 -0.3221 -0.0780
0.2568 0.7456 0.7509
-1.1100 -0.2558 -0.1235
-2.8675 0.5849 -0.2681
-1.2260 0.4164 -1.7747
1.1966 -2.8523 0.2020
1.0570 -0.3006 -0.5528
-1.0315 1.0414 -0.5100
0.0279 0.0549 -0.7470
-0.3891 -0.1161 -1.3121
0.6280 -0.3456 -0.7594
-2.2954 2.8519 1.6410
0.0126 -0.6477 0.7828
-4.7619 0.7019 -2.4011
0.6612 1.4317 1.3348
0.0295 0.4379 -1.1451
-1.1056 1.2375 -1.7534
-0.3313 0.1216 -0.4547
1.4999 0.3874 0.0256
-1.0529 0.0910 0.2622
-0.3222 -0.1680 0.5892
-1.0439 1.5017 0.3936
2.0066 -1.7456 -0.9680
0.0823 2.5576 1.6345
0.1094 -0.0538 -0.4235
-0.1050 0.9200 0.9928
3.4590 0.9422 2.3221
-0.9630 -0.3570 0.8614
0.1087 -0.4368 0.6165
0.8103 -0.2829 0.2962
-0.1922 0.7476 -0.7826
-3.1805 4.6454 -0.2008
-0.1469 1.5449 0.3053
-0.7605 -1.7748 0.8224
0.4022 1.7996 -0.3717
-1.0085 -0.9385 -0.5934
-0.6265 1.1127 -1.5480
0.9848 -1.1537 2.4988
0.8145 -0.2559 3.9704
-0.4603 0.2756 0.5513
1.6665 1.3452 4.9748
0.1878 -0.1969 -0.8021
-0.2351 -0.9975 -0.9993
-0.2866 -0.3009 0.3295
0.8985 -1.6971 -0.2288
0.1726 -0.0366 0.2996
0.3242 -1.2546 2.6097
1.2731 0.4630 3.1548
-0.0920 -0.8770 -0.8023
0.2683 0.0801 0.5454
-1.5685 1.2365 -1.9598
-0.0387 0.2893 0.7717
-0.3179 0.1039 -0.1861
0.0776 0.0919 0.5793
3.6419 1.3876 0.6743
0.1049 0.2457 -0.2738
-1.6777 -2.2250 0.4434
-0.2935 -0.6908 -1.8650
0.9338 -0.7579 -2.7318
-0.1009 0.0084 -0.2620
-0.3741 -0.9669 -2.3239
2.6879 0.2664 -0.9557
4.3114 -2.3469 -3.9505
-0.5776 0.1031 0.3557
0.3183 -1.6424 -0.9982
1.2367 -0.5574 0.1903
0.2823 0.3557 0.1827
0.1640 -0.0243 0.1083
-0.7082 -1.2518 0.5674
0.0574 -0.1507 0.6915
0.1523 -0.3219 0.1541
1.5550 -0.7429 -1.8549
0.4462 0.9868 -1.5519
0.0819 -0.4355 -0.7315
-0.4305 0.1314 -0.4419
-0.4940 -2.4946 2.1144
-0.3638 -1.6356 -1.6149
0.2289 -0.2313 -1.1156
0.7688 -0.9334 1.3401
-0.4291 0.1310 -1.1882
-0.1262 0.6442 0.0075
-0.0979 -0.2635 0.1412
-0.7427 -0.5390 0.4779
0.1187 -0.2060 0.0567
-0.2788 0.2844 0.3203
-0.7824 -0.1077 0.2540
-0.0809 -0.5238 -0.5502
-0.4218 1.1272 0.4564
-0.6006 0.5768 0.6388
0.5927 0.4973 -0.0061

Calculated values
Spin multiplicity ... 1
Strongest force on any atom ... 6.30 eV Å⁻¹
E_LUMO ... 1.0773 eV
Relative energy (zero: lowest compared OMol25 entry of this formula, charge and spin) ... 100.7 kJ/mol
Charge ... -2
Highest occupied orbital energy ... -3.54 eV
Kohn-Sham gap ... 4.620 eV



A structure of composition C18H42CaFN6O6 at a distorted geometry, computed with the ωB97M-V functional and the def2-TZVPD basis.

Geometry (Å):
H1 0.151022 1.298800 -3.705976
F1 1.569149 1.861318 1.472743
H2 -0.133749 5.182730 -2.049406
N1 3.678122 -1.971355 1.570423
O1 -0.650381 2.198147 -0.904036
H3 1.408295 -3.745545 0.350616
H4 4.137774 0.073140 -1.848268
H5 -0.097745 2.651813 2.142293
H6 0.688524 4.304075 -0.720354
H7 3.016963 1.867369 -4.317622
Ca1 0.352091 0.415921 0.314593
C1 -0.888541 3.305250 2.508642
H8 0.705836 -2.330726 5.212250
H9 -0.567355 3.770310 3.440529
C2 0.267617 4.225482 -1.720371
H10 4.290237 -0.795973 3.164550
H11 2.662742 -3.657150 -0.898783
C3 3.961209 -0.658762 2.136427
C4 -1.450762 -3.334087 1.932193
N2 -1.713772 -2.832477 -2.127872
H12 -4.438847 1.472074 3.053030
H13 3.056033 -4.309924 0.684486
H14 0.363557 -2.955838 -2.079835
C5 0.890636 -1.604722 4.423276
H15 0.683734 2.633454 -4.751323
C6 2.406536 1.106531 -2.552457
H16 4.533859 1.501820 -2.777346
H17 -0.864655 -3.293773 1.013898
C7 -2.443828 1.395335 2.195903
O2 0.194841 -1.053329 2.219254
H18 -3.396335 2.274918 -3.380105
H19 -0.342219 -3.178439 -3.689171
H20 -3.892647 2.915019 -1.821604
H21 -1.936000 4.187352 -2.936544
H22 -3.092527 -0.319340 -0.486530
O3 2.157068 -1.182102 0.144225
O4 -1.716772 0.852349 1.371633
C8 0.112334 -1.846426 3.144169
N3 -2.135364 2.574683 2.768948
C9 -3.050748 2.481823 -2.363844
H23 1.945789 -1.623195 4.150804
C10 -0.477791 -3.374996 -2.621550
C11 -0.795991 3.156464 -1.643547
N4 2.206400 1.552121 -3.816332
H24 -0.560774 -3.603050 3.859727
N5 -0.628306 -2.976830 3.076831
H25 4.786557 -0.170865 1.606594
H26 3.105627 0.014222 2.052745
H27 -3.802905 -1.340140 -1.784332
H28 -3.472456 0.065513 3.468301
C12 0.901624 1.615430 -4.422381
H29 -1.847286 -4.333363 2.072546
N6 -1.911393 3.346344 -2.386484
C13 2.767848 -2.143261 0.595550
H30 -2.262983 -2.611698 1.836258
C14 -1.768345 -1.771484 -1.299507
H31 1.061071 3.915115 -2.400522
H32 -0.472721 -4.463834 -2.521082
H33 4.088217 -2.778863 2.004831
H34 -4.194098 0.175086 1.868090
H35 3.875230 1.669080 -1.129568
H36 -2.756960 1.532846 -1.922511
O5 1.501429 0.678157 -1.855714
C15 -3.721883 0.754963 2.655198
H37 -2.564742 -3.126429 -2.575760
C16 3.823191 1.094372 -2.052714
O6 -0.745041 -1.249296 -0.864719
H38 -2.709337 2.903692 3.525442
C17 -3.153817 -1.318575 -0.906238
H39 -1.072688 4.126295 1.811294
C18 2.464845 -3.553500 0.168524
H40 0.847806 0.957519 -5.292085
H41 0.649420 -0.604497 4.775178
H42 -3.581436 -1.993076 -0.165535

Atomic forces in eV per Å
0.0585 -0.0110 0.1596
-0.3025 -0.5326 -0.3775
0.0733 0.0402 0.0018
-0.0902 -0.0393 0.0696
-0.3784 -0.3949 -0.0835
-0.0286 0.0300 -0.0632
-0.2150 -0.0742 0.1374
0.0765 0.0123 -0.0351
0.1013 0.0941 -0.0305
-0.0641 0.0415 -0.1481
1.0010 0.6842 0.4015
-0.3865 0.2618 0.2534
-0.0539 -0.0324 -0.0273
0.0668 -0.1428 0.0353
-0.2073 -0.1108 -0.0010
-0.1948 0.0998 0.0801
-0.1108 0.0588 -0.0039
0.4499 0.1948 -0.1992
0.2266 0.4309 0.0645
-0.2374 0.2770 -0.0013
0.0196 0.0382 -0.0577
0.0101 0.0877 0.0768
-0.0775 0.1079 0.0922
-0.1091 -0.1139 -0.3270
-0.0666 -0.0214 0.0199
0.2953 -0.4196 -0.0272
-0.1021 0.0911 0.0910
0.0186 -0.0278 -0.0108
0.1021 0.6219 0.2960
-0.2582 -0.1675 -0.1335
0.0752 0.0554 0.0223
-0.0271 0.2027 0.0947
0.0836 -0.0463 0.1753
-0.1391 -0.0163 -0.0209
-0.0113 0.0227 0.0360
0.0513 -0.2082 -0.4831
-0.1905 -0.1933 -0.2390
0.2089 -0.1565 0.2447
0.3184 -0.2043 -0.1169
-0.4647 -0.4663 -0.3863
0.0248 0.0701 0.1016
0.4078 -0.6113 -0.5403
0.0143 0.4080 0.1213
0.2032 -0.0298 0.5687
-0.1643 -0.0362 -0.0385
0.2286 0.0429 0.1942
-0.0645 -0.1183 -0.0284
-0.1085 -0.1599 0.1673
-0.0855 0.1131 0.1023
-0.0223 -0.0084 -0.0787
-0.0882 0.0770 -0.4939
-0.0485 -0.0382 0.0331
0.7214 0.4654 -0.0054
-0.1947 0.2617 0.7150
-0.0765 -0.0987 -0.0607
0.0565 -0.0975 0.1700
0.0022 -0.0499 -0.0098
0.0083 0.0880 0.1765
0.0890 -0.0318 -0.1307
0.1035 0.0457 -0.1464
-0.0234 -0.0558 0.0670
-0.0333 0.0747 0.1677
-0.4794 0.1304 -0.0633
-0.1724 -0.1562 0.4740
-0.0588 -0.0553 0.1194
0.4135 0.2932 -0.3165
-0.4203 -0.2583 -0.1864
-0.1714 -0.0246 -0.1111
0.0881 0.0250 -0.3442
0.0273 -0.1665 -0.1514
0.2128 -0.1732 -0.1419
-0.0337 0.0156 0.0110
0.0533 0.0328 0.0274
0.0696 -0.0478 0.0519

Calculated values
Spin multiplicity ... 1
Strongest force on any atom ... 1.28 eV Å⁻¹
E_LUMO ... -1.6247 eV
Relative energy (zero: lowest compared OMol25 entry of this formula, charge and spin) ... 0.0 kJ/mol
Charge ... +1
Highest occupied orbital energy ... -11.36 eV
Kohn-Sham gap ... 9.734 eV



A cluster of 7 separate species, C18H42ClN6O10 in total at a distorted geometry, computed with the ωB97M-V functional and the def2-TZVPD basis.

Geometry (Å):
C1 5.433860 -18.321617 23.411061
C2 2.826970 -15.995205 25.419863
O1 2.173034 -17.181082 21.849829
C3 7.535693 -18.738699 26.576204
H1 5.643436 -16.355623 13.406162
H2 5.720745 -17.974722 12.924564
H3 -3.096612 -16.821164 20.980229
C4 3.838055 -18.411146 16.542240
H4 5.084494 -19.331075 23.627928
N1 -0.433596 -15.968165 24.045690
C5 -1.202496 -17.152172 24.325840
H5 4.140730 -15.617126 17.679520
C6 3.788536 -14.910800 18.431304
C7 2.815288 -13.113547 26.113529
C8 5.175112 -12.778521 18.354500
H6 -1.479278 -17.346247 25.362101
H7 4.387776 -11.135209 17.046904
C9 -3.163306 -16.448215 19.958192
H8 3.330415 -13.115576 17.492437
C10 4.678493 -17.626755 15.576455
H9 2.951508 -17.078061 25.421901
H10 4.191287 -19.439651 16.616388
O2 5.775364 -17.110653 15.806240
C11 -1.929960 -12.994479 20.844210
C12 4.089640 -13.868165 25.822356
N2 4.077749 -13.529768 18.030991
H11 -2.418823 -13.384729 24.809771
H12 6.370316 -19.851581 25.248376
N3 4.211819 -17.631625 14.307203
O3 -0.048411 -13.829085 23.861956
H13 5.121609 -10.642638 18.535904
H14 2.064836 -15.847604 26.185025
H15 2.064673 -13.793053 26.517199
H16 2.705218 -14.980672 18.529453
H17 -2.450005 -12.304676 20.179494
H18 -0.920366 -12.593273 20.932716
C13 5.214377 -11.360350 17.720809
O4 1.912891 -17.441135 19.491372
H19 -2.023288 -14.507661 26.083427
H20 3.897432 -18.020724 17.558190
H21 4.145779 -15.020409 19.455244
O5 0.333758 -18.379063 20.941665
N4 4.028405 -15.184298 25.690167
H22 2.382131 -15.728286 24.461233
C14 6.221287 -17.893671 24.683120
O6 6.097711 -13.139025 19.038745
H23 0.453729 -16.089432 23.578725
N5 -2.019151 -14.309255 20.262811
H24 -2.124972 -17.196777 23.746904
O7 5.150794 -13.212885 25.767440
O8 0.619491 -15.981791 20.666294
H25 2.392112 -12.766491 25.170892
H26 4.942037 -15.591748 25.551024
C15 4.995820 -17.185017 13.121918
H27 7.455512 -19.612071 27.223436
C16 -3.200940 -14.924407 20.095697
H28 4.591204 -17.671167 23.176649
H29 2.786831 -18.347644 16.261203
C17 -2.086103 -14.405103 25.000074
O9 -4.250446 -14.370087 20.119037
N6 6.736098 -18.919719 25.382267
H30 -0.563645 -17.909544 23.871584
H31 6.242632 -11.312238 17.362350
O10 6.398973 -16.683045 24.903274
H32 7.263614 -17.865426 27.169041
H33 6.168210 -18.357355 22.606362
H34 8.590940 -18.751386 26.303461
H35 -2.835739 -15.147496 24.726234
H36 3.360785 -18.153986 14.155566
H37 2.934162 -12.320384 26.851672
Cl1 1.268794 -17.292232 20.748801
H38 -2.368324 -12.810089 21.824990
C18 -0.805441 -14.673831 24.299677
H39 -3.990020 -16.890772 19.402499
H40 4.355045 -16.845178 12.308274
H41 -2.201723 -16.718796 19.522030
H42 -1.279665 -14.995677 20.308456

Atomic forces in eV per Å
0.6158 -0.4393 1.4448
-0.0520 0.6800 0.2894
0.1876 -0.1707 0.2229
0.6356 -0.5189 0.2801
-0.3367 0.1724 0.2449
-0.2814 -0.1193 -0.8118
-0.3665 -0.2551 0.0521
-0.2630 0.4193 0.7835
-0.2567 -0.1228 -0.5171
-0.8752 -0.3287 0.5411
0.5419 -0.5788 -1.1629
0.2865 -0.1573 0.4474
-0.2236 1.1662 0.4721
-0.8246 -0.8008 -0.0091
-0.8362 0.8736 -0.9877
0.4477 0.1933 0.1330
0.4485 -0.1676 -0.4450
1.3375 0.4500 0.0643
0.5258 0.2745 0.0363
2.0175 0.3171 -0.7045
0.8712 0.1375 -0.0512
-0.1098 -0.0365 -0.3288
-1.0502 -0.3996 0.5705
0.0463 1.3760 -0.5246
1.1770 3.3082 0.5840
-0.4649 -0.1137 -0.2030
0.0372 -0.2153 -0.2161
0.0451 0.3537 -0.3337
-0.7890 0.2634 -1.0859
-0.0115 0.7062 0.1897
0.1495 -0.0237 0.1311
-0.0171 0.2745 0.0938
-0.1458 -0.0134 0.0958
-0.0538 -0.1456 -0.2403
-0.0763 0.0398 -0.0125
0.2150 -0.6036 -0.2794
-0.1816 -0.8602 1.1657
0.5626 0.0205 -0.3036
0.4614 -0.0171 0.0923
0.2129 0.2099 -0.1177
0.5040 -0.5926 -0.2905
0.5047 1.3455 0.1708
-0.3429 -2.0909 -0.1830
0.0517 0.0656 -0.1425
-0.8029 1.8910 -1.7464
0.2346 -0.6335 0.4757
0.1359 0.2036 -0.1053
1.0075 -0.8440 0.5497
-0.2151 0.3181 -0.1137
-1.3170 -1.4677 0.0624
-0.8632 0.4201 0.2548
0.0762 0.3833 0.0438
0.1526 -0.3845 -0.3658
0.3187 -0.1102 1.7036
-0.4204 -0.0587 -0.0438
-0.0042 -1.7858 -0.2964
0.3117 0.0784 0.0769
-0.0147 -0.3650 -0.0586
-0.6068 -0.1389 0.4200
-2.3315 1.6809 0.1540
-0.1991 -0.1236 0.8501
-0.3405 -0.6352 0.6092
-0.3508 0.4117 -0.5666
0.1583 -1.9493 0.4593
0.0607 0.0944 -0.3911
-0.2262 0.0700 -0.1402
0.0871 0.5961 0.0617
-0.1688 0.2329 -0.2810
0.1874 0.1664 -0.2290
0.3735 0.0576 -0.4392
-0.5973 -1.5985 0.0722
-0.3016 -0.7661 0.1677
0.7629 0.2162 -0.5761
0.0630 0.3491 0.2096
0.0591 -0.5368 0.0501
-0.0522 -0.3534 -0.2919
0.4993 0.7056 0.2698

Calculated values
Spin multiplicity ... 2
Strongest force on any atom ... 3.56 eV Å⁻¹
E_LUMO (alpha / beta) ... -0.0307 / -6.3474 eV
Relative energy (zero: lowest compared OMol25 entry of this formula, charge and spin) ... 0.0 kJ/mol
Highest occupied orbital energy (alpha / beta) ... -8.88 / -8.84 eV
Kohn-Sham gap (alpha / beta) ... 8.850 / 2.496 eV



- Among the records above, which one has the highest relative energy (zero: lowest compared OMol25 entry of this formula, charge and spin)?
  C18H42BeCl5N3O22



- strongest force on any atom of number 1 (C18H42BeCl5N3O22)?
  6.30 eV Å⁻¹